No. 1
ORCA calculation (ωB97M-V/def2-TZVPD) on a molecular structure, C6H14OSTa.

Results
Net charge: -1
Molecular weight, Da: 315.19
Orbital gap, eV: 7.80

Element x y z (Å)
C  3.068424  2.768880  0.743790
C  3.027863  1.604472  0.446812
C  3.078067  0.203229  0.135971
Ta  1.024248  -0.815913  -0.132927
S  1.393808  -2.778812  1.367109
C  -1.177833  -1.068040  -0.522632
C  -2.017825  0.203497  -0.575507
C  -2.990238  0.311101  0.570495
O  -2.811968  0.277706  -1.784292
H  3.000513  3.782786  1.003153
H  3.587056  -0.334342  0.932880
H  3.639030  0.061548  -0.784335
H  1.638110  -1.777702  -1.614217
H  0.809933  0.522559  -1.352842
H  0.457484  0.345126  1.203006
H  0.342422  -2.609317  2.160716
H  -1.249785  -1.557831  -1.491833
H  -1.600946  -1.743663  0.218840
H  -1.376341  1.076294  -0.539282
H  -3.677730  1.135843  0.419933
H  -3.575605  -0.596644  0.689425
H  -2.426973  0.482961  1.482358
H  -2.264005  0.694269  -2.448868

Forces on the atoms, in the same order (eV/Å):
-0.12 -0.14 -0.08
0.47 -0.04 0.15
-0.93 0.35 -0.15
-0.24 -1.12 0.53
0.45 -0.25 -0.41
0.60 1.02 0.26
-0.47 -0.08 -0.20
0.06 -0.02 0.26
-0.12 0.03 0.04
-0.03 0.51 0.11
0.03 -0.17 0.18
0.00 -0.18 -0.23
0.17 0.17 -0.16
0.05 -0.25 -0.06
0.04 0.22 -0.12
-0.34 0.25 0.12
0.15 -0.20 -0.22
0.02 -0.30 0.15
0.13 0.23 -0.12
-0.07 0.24 -0.04
-0.08 -0.21 -0.05
0.04 -0.03 0.26
0.17 -0.03 -0.20

natural (NBO) charges, unit e, in atom order: number 1, C, carries -0.39; number 2, C, carries 0.08; number 3, C, carries -0.98; number 4, Ta, carries 1.82; number 5, S, carries -0.61; number 6, C, carries -0.94; number 7, C, carries 0.10; number 8, C, carries -0.62; number 9, O, carries -0.76; number 10, H, carries 0.21; number 11, H, carries 0.24; number 12, H, carries 0.25; number 13, H, carries -0.47; number 14, H, carries -0.35; number 15, H, carries -0.44; number 16, H, carries 0.15; number 17, H, carries 0.24; number 18, H, carries 0.21; number 19, H, carries 0.18; number 20, H, carries 0.20; number 21, H, carries 0.19; number 22, H, carries 0.21; number 23, H, carries 0.46

No. 2
ORCA calculation (ωB97M-V/def2-TZVPD) on 2 unconnected molecules or ions with the total composition C6H14P.

Results
Relative energy (zero: lowest compared OMol25 entry of this formula, charge and spin), eV: 5.454
Net charge: +1
Molecular weight, Da: 117.15
Orbital gap (spin up / spin down), eV: 6.55 / 6.56

Element x y z (Å)
C  2.310499  -0.032682  -0.120053
C  1.953509  -1.050063  0.563606
C  3.728452  0.376997  -0.051264
C  -1.405283  1.373892  0.938405
C  -1.294732  -0.171629  -1.717864
C  -2.656439  -1.008278  0.730956
P  -1.113608  -0.239591  0.170927
H  1.648448  0.311626  -1.006450
H  1.802587  -1.887427  1.211345
H  4.084856  0.008700  -1.009889
H  4.382567  -0.123363  0.598495
H  3.750086  1.494103  0.112241
H  -0.504705  1.989732  1.095770
H  -1.808192  1.019063  1.862586
H  -2.132513  1.984805  0.414081
H  -2.245081  0.243178  -2.043363
H  -1.168722  -1.325652  -2.145248
H  -0.328040  0.383067  -2.166387
H  -2.717555  -2.087598  0.383687
H  -3.566860  -0.399638  0.359385
H  -2.719278  -0.859232  1.819035

Forces on the atoms, in the same order (eV/Å):
-1.45 -0.88 -1.24
-2.00 0.69 -0.20
0.23 1.80 -1.33
0.98 0.56 -0.69
3.01 -2.00 -0.59
-1.48 -0.22 -0.72
0.56 -0.72 -1.36
1.11 -0.12 1.84
0.11 -0.02 0.25
0.41 0.91 -0.52
0.32 -0.64 1.59
0.36 -1.24 -0.50
-0.32 -0.39 0.03
-0.19 0.46 0.92
-0.25 -0.05 -0.10
0.15 0.19 -0.11
-0.52 3.01 1.24
-2.46 -0.95 0.86
-0.15 1.35 0.72
1.40 -1.04 0.15
0.17 -0.72 -0.25

natural (NBO) charges, unit e, in atom order: number 1, C, carries -0.28; number 2, C, carries 0.22; number 3, C, carries -0.63; number 4, C, carries -0.95; number 5, C, carries -0.94; number 6, C, carries -0.97; number 7, P, carries 0.94; number 8, H, carries 0.31; number 9, H, carries 0.26; number 10, H, carries 0.26; number 11, H, carries 0.25; number 12, H, carries 0.27; number 13, H, carries 0.25; number 14, H, carries 0.24; number 15, H, carries 0.25; number 16, H, carries 0.25; number 17, H, carries 0.26; number 18, H, carries 0.23; number 19, H, carries 0.26; number 20, H, carries 0.25; number 21, H, carries 0.25

No. 3
ORCA calculation (ωB97M-V/def2-TZVPD) on a molecular structure, C6H15AlClI2OPS.

Results
Relative energy (zero: lowest compared OMol25 entry of this formula, charge and spin), eV: 0.369
Net charge: +2
Molecular weight, Da: 482.47
Orbital gap (spin up / spin down), eV: 5.99 / 5.11

Element x y z (Å)
I  -1.485746  1.220282  -3.323559
I  2.240518  0.563911  -1.819458
Al  -0.245012  0.596580  -1.195474
P  -0.623693  -1.634729  -0.804659
C  -0.651877  -2.567920  -2.327303
C  0.812516  -2.148142  0.169890
H  -1.862400  -1.769781  1.217248
H  -2.146883  -3.215681  0.174331
H  -2.946951  -1.628512  -0.182975
C  -2.046626  -2.121405  0.197978
H  0.699057  -1.706760  1.162997
H  0.868028  -3.244721  0.199697
H  -0.757719  -3.634715  -2.093186
H  0.276234  -2.376229  -2.877495
H  1.707161  -1.733804  -0.310115
H  -1.481094  -2.200460  -2.942521
C  -2.962908  0.681167  -0.917669
O  -4.110128  0.721697  -0.880592
Cl  -0.719889  1.091431  0.882254
C  2.542512  1.748163  1.575016
S  2.050924  3.239170  0.688876
C  0.876023  3.830417  1.903494
H  2.185348  0.862646  1.025505
H  2.195680  1.746471  2.616650
H  3.649528  1.768987  1.499860
H  0.260671  3.014070  2.312908
H  1.448763  4.363808  2.683193
H  0.227964  4.534058  1.365109

Forces on the atoms, in the same order (eV/Å):
-0.06 0.45 -0.72
-0.68 0.49 -0.33
0.78 -0.17 1.17
0.15 -0.91 0.24
0.03 -0.17 -0.24
0.09 -0.02 -0.33
-0.13 -0.15 -0.09
-0.07 0.35 0.05
0.03 -0.47 0.16
-0.06 0.25 -0.11
0.11 -0.25 0.01
0.02 0.31 0.19
0.00 0.21 -0.33
-0.09 -0.19 0.08
-0.13 -0.38 0.25
0.04 -0.34 0.07
-4.16 0.23 -0.33
3.47 -0.09 0.14
0.35 0.50 -0.42
0.98 0.02 -0.26
-0.47 -0.81 1.22
-0.48 0.65 -0.46
0.11 0.43 0.23
0.12 0.17 -0.43
-0.47 -0.27 0.21
0.56 0.30 -0.14
-0.19 -0.18 -0.20
0.17 0.04 0.36

natural (NBO) charges, unit e, in atom order: number 1, I, carries 0.42; number 2, I, carries -0.24; number 3, Al, carries 0.86; number 4, P, carries 0.86; number 5, C, carries -0.96; number 6, C, carries -0.95; number 7, H, carries 0.27; number 8, H, carries 0.28; number 9, H, carries 0.25; number 10, C, carries -0.94; number 11, H, carries 0.26; number 12, H, carries 0.28; number 13, H, carries 0.28; number 14, H, carries 0.27; number 15, H, carries 0.26; number 16, H, carries 0.26; number 17, C, carries 0.51; number 18, O, carries -0.40; number 19, Cl, carries -0.53; number 20, C, carries -0.81; number 21, S, carries 0.89; number 22, C, carries -0.81; number 23, H, carries 0.28; number 24, H, carries 0.27; number 25, H, carries 0.29; number 26, H, carries 0.28; number 27, H, carries 0.30; number 28, H, carries 0.27

No. 4
ORCA calculation (ωB97M-V/def2-TZVPD) on 2 unconnected molecules or ions with the total composition C6H15B.

Results
Relative energy (zero: lowest compared OMol25 entry of this formula, charge and spin), eV: 5.968
Molecular weight, Da: 98.00
Orbital gap (spin up / spin down), eV: 7.27 / 7.11

Element x y z (Å)
B  -0.390614  -0.083809  -2.931240
C  0.439448  -0.851816  1.919045
C  -1.346436  -1.292422  0.162537
C  -0.625051  1.580090  0.423136
C  1.768848  0.825704  -0.568169
C  0.000086  -0.764634  0.409988
C  0.313883  0.572153  -0.173579
H  -0.240583  0.893023  -3.529352
H  -0.806964  -1.107514  -3.183945
H  -0.039791  -0.276359  2.640672
H  0.388328  -2.009936  2.288533
H  1.455893  -0.545944  1.933784
H  -1.439419  -2.355448  0.136085
H  -2.102291  -0.953833  0.771510
H  -1.687360  -1.119242  -0.954050
H  -0.434277  2.654701  0.214833
H  -0.750342  1.421974  1.538507
H  -1.696242  1.437863  -0.029043
H  2.256052  1.733095  0.023853
H  1.850012  0.919953  -1.647172
H  2.279311  -0.160422  -0.298090
H  0.629991  -1.490382  -0.119253

Forces on the atoms, in the same order (eV/Å):
0.51 0.96 1.80
0.31 -3.98 -1.21
-1.29 -0.45 -4.01
-1.96 0.85 -0.63
0.34 -0.09 1.99
1.66 -1.10 0.42
-0.47 0.31 -0.47
0.07 0.56 -0.55
-0.47 -1.25 -0.49
-1.39 1.06 0.93
0.15 2.77 -0.88
1.17 0.04 0.24
0.48 -1.03 0.68
-1.76 1.09 1.49
0.66 0.32 2.03
0.32 -0.69 0.22
0.21 0.31 -1.13
1.75 0.03 0.89
-0.87 -1.85 -1.36
0.30 0.51 0.11
-0.10 1.49 -0.31
0.38 0.15 0.22

natural (NBO) charges, unit e, in atom order: number 1, B, carries 0.37; number 2, C, carries -0.59; number 3, C, carries -0.59; number 4, C, carries -0.71; number 5, C, carries -0.68; number 6, C, carries -0.33; number 7, C, carries 0.12; number 8, H, carries -0.15; number 9, H, carries -0.16; number 10, H, carries 0.20; number 11, H, carries 0.20; number 12, H, carries 0.20; number 13, H, carries 0.21; number 14, H, carries 0.20; number 15, H, carries 0.20; number 16, H, carries 0.22; number 17, H, carries 0.21; number 18, H, carries 0.22; number 19, H, carries 0.21; number 20, H, carries 0.23; number 21, H, carries 0.21; number 22, H, carries 0.20

- What is the molecular weight in the fourth record?
  98.00 Da